Entry from the OMol25 dataset: a 10-piece molecular cluster, C57H115F12N13P2 overall in a non-equilibrium geometry (wB97M-V/def2-TZVPD).

Computed properties:
Charge: +6
Highest occupied orbital energy (eV): -20.105

Each line ends with the Mulliken charge.
CARTESIAN COORDINATES (ANGSTROEM)
C 1.579 2.745 2.283  -1.52
C 0.411 3.107 1.361  3.00
C -0.042 4.532 1.368  -1.33
N -1.331 4.838 0.598  0.38
C -1.172 4.485 -0.871  -0.07
C -2.400 4.968 -1.673  -0.64
C -2.638 6.469 -1.484  -0.89
C -2.717 6.831 0.013  -0.74
C -1.490 6.341 0.763  -0.46
C -2.463 4.105 1.291  -1.06
H 2.117 1.834 2.038  0.04
H 1.212 2.699 3.313  0.25
H 2.261 3.599 2.380  0.45
H -0.393 2.378 1.489  -1.06
H 0.730 2.746 0.372  -0.62
H 0.680 5.135 0.814  0.49
H -0.211 4.919 2.371  0.48
H -0.245 4.967 -1.181  0.28
H -1.070 3.400 -0.852  0.02
H -2.147 4.828 -2.725  0.37
H -3.254 4.351 -1.398  0.33
H -1.836 7.040 -1.951  0.32
H -3.625 6.745 -1.851  0.45
H -2.822 7.888 0.263  0.48
H -3.636 6.425 0.444  0.22
H -0.622 6.849 0.340  0.40
H -1.502 6.543 1.833  0.59
H -2.400 3.028 1.410  -0.23
H -3.404 4.414 0.850  0.54
H -2.386 4.535 2.288  0.52
C 4.816 -0.901 -5.615  -1.58
C 3.410 -0.376 -5.219  0.24
C 2.395 -0.443 -6.384  -0.79
N 0.973 0.083 -6.146  0.33
C 0.471 -0.440 -4.803  -0.44
C -0.839 0.232 -4.382  0.07
C -0.661 1.733 -4.377  0.07
C -0.332 2.195 -5.790  -1.18
C 0.952 1.613 -6.364  -0.35
C 0.072 -0.539 -7.217  -1.02
H 4.857 -1.946 -5.900  0.39
H 5.484 -0.621 -4.799  0.39
H 5.204 -0.297 -6.439  0.39
H 3.473 0.652 -4.868  0.06
H 3.104 -1.097 -4.460  0.21
H 2.338 -1.480 -6.715  0.53
H 2.664 0.163 -7.250  0.44
H 1.188 -0.192 -4.022  -0.33
H 0.275 -1.508 -4.863  0.37
H -1.116 -0.169 -3.405  -0.28
H -1.628 -0.046 -5.087  0.38
H 0.167 2.001 -3.709  -0.19
H -1.542 2.219 -3.959  0.46
H -0.196 3.280 -5.814  0.45
H -1.202 2.019 -6.426  0.41
H 1.780 1.970 -5.754  0.41
H 1.008 1.769 -7.436  0.32
H -0.896 -0.051 -7.204  0.45
H 0.022 -1.598 -6.984  0.37
H 0.567 -0.365 -8.170  0.41
C 2.954 1.037 -1.633  -0.21
C 4.188 1.650 -0.951  0.51
C 4.320 3.149 -1.331  -1.18
N 5.663 3.797 -0.997  0.32
C 5.594 5.255 -1.499  -0.53
C 6.774 6.123 -1.054  -0.76
C 6.959 6.085 0.467  -0.64
C 6.969 4.647 0.993  -0.81
C 5.812 3.801 0.512  -0.43
C 6.811 3.129 -1.686  -0.89
H 3.134 0.866 -2.696  -0.20
H 2.077 1.685 -1.618  0.04
H 2.699 0.091 -1.159  0.14
H 5.131 1.129 -1.089  0.03
H 4.098 1.687 0.140  0.06
H 3.591 3.814 -0.876  0.45
H 4.309 3.223 -2.421  0.30
H 4.697 5.665 -1.032  0.37
H 5.482 5.219 -2.580  0.51
H 6.501 7.161 -1.253  0.42
H 7.661 5.946 -1.663  0.35
H 6.121 6.685 0.826  0.29
H 7.901 6.508 0.807  0.37
H 7.014 4.636 2.083  0.42
H 7.934 4.229 0.691  0.33
H 4.901 4.150 1.004  0.30
H 5.960 2.788 0.890  0.30
H 6.696 3.234 -2.760  0.36
H 6.898 2.109 -1.318  0.24
H 7.755 3.556 -1.354  0.47
C -1.002 -5.783 -1.625  -1.22
C -1.123 -4.258 -1.611  0.27
N -2.150 -3.829 -2.571  0.61
C -2.013 -3.810 -3.965  -0.36
C -3.129 -3.217 -4.457  -0.85
N -3.978 -2.986 -3.420  0.19
C -3.375 -3.349 -2.298  -0.05
C -5.346 -2.464 -3.470  -0.85
H -0.239 -6.123 -0.920  0.26
H -0.635 -6.207 -2.563  0.46
H -1.913 -6.329 -1.386  0.37
H -0.168 -3.767 -1.797  0.05
H -1.390 -3.883 -0.625  -0.34
H -1.066 -4.171 -4.327  0.57
H -3.462 -3.108 -5.477  0.59
H -3.715 -3.247 -1.281  0.19
H -5.961 -2.804 -4.300  0.35
H -5.283 -1.389 -3.660  0.36
H -5.809 -2.593 -2.499  0.32
C -2.478 -2.704 5.706  -1.73
C -2.029 -1.457 4.941  0.58
N -0.554 -1.278 4.969  0.64
C 0.244 -0.504 4.139  -0.77
C 1.507 -0.588 4.569  -1.07
N 1.551 -1.459 5.622  0.18
C 0.282 -1.893 5.822  -0.31
C 2.698 -1.918 6.410  -0.80
H -2.056 -2.823 6.700  0.61
H -2.434 -3.665 5.193  0.23
H -3.558 -2.572 5.815  0.44
H -2.430 -0.577 5.441  -0.05
H -2.310 -1.424 3.890  0.03
H -0.175 0.083 3.341  0.85
H 2.445 -0.233 4.175  0.65
H -0.008 -2.483 6.674  0.32
H 3.492 -1.183 6.495  0.35
H 3.115 -2.798 5.921  0.35
H 2.376 -2.202 7.408  0.30
C -5.682 -0.588 0.589  -0.89
C -5.364 0.899 0.762  0.21
N -6.250 1.483 1.787  0.28
C -7.515 1.994 1.589  -0.43
C -7.891 2.523 2.788  -0.57
N -6.868 2.309 3.683  0.17
C -5.888 1.658 3.050  -0.18
C -6.923 2.690 5.081  -0.81
H -6.748 -0.765 0.721  0.59
H -5.053 -1.259 1.171  0.07
H -5.467 -0.865 -0.449  0.14
H -5.530 1.472 -0.146  0.41
H -4.347 0.982 1.141  -0.44
H -7.975 1.994 0.617  0.51
H -8.747 3.128 3.036  0.48
H -4.952 1.346 3.488  0.39
H -7.111 3.763 5.145  0.35
H -6.013 2.550 5.662  0.26
H -7.728 2.138 5.562  0.38
C 2.667 -6.317 0.971  -1.08
C 2.849 -5.457 -0.286  -0.04
N 3.540 -4.218 0.044  0.32
C 2.965 -3.197 0.779  -1.09
C 3.871 -2.185 0.908  -0.79
N 4.976 -2.594 0.190  0.11
C 4.751 -3.795 -0.326  -0.01
C 6.168 -1.772 -0.042  -0.83
H 3.574 -6.718 1.421  0.39
H 2.181 -7.239 0.628  0.32
H 1.983 -5.965 1.742  0.36
H 1.933 -5.166 -0.795  -0.13
H 3.493 -5.968 -1.002  0.34
H 1.972 -3.270 1.192  0.81
H 3.875 -1.209 1.360  0.87
H 5.341 -4.335 -1.050  0.43
H 5.970 -1.050 -0.826  0.30
H 6.936 -2.457 -0.406  0.38
H 6.577 -1.402 0.895  0.35
C -3.445 -3.836 2.305  0.27
C -3.808 -5.143 2.998  -1.36
N -3.170 -6.301 2.347  0.28
C -3.623 -6.923 1.198  -0.34
C -2.715 -7.895 0.912  -0.81
N -1.731 -7.836 1.853  0.20
C -2.053 -6.901 2.761  0.03
C -0.701 -8.877 2.002  -0.93
H -2.443 -3.451 2.512  0.00
H -4.073 -3.050 2.728  0.36
H -3.520 -3.915 1.221  -0.05
H -4.890 -5.239 3.053  0.32
H -3.423 -5.160 4.016  0.47
H -4.613 -6.704 0.836  0.53
H -2.628 -8.691 0.189  0.59
H -1.566 -6.775 3.714  0.43
H 0.085 -8.730 1.267  0.31
H -1.133 -9.872 1.913  0.41
H -0.305 -8.836 3.014  0.35
P -2.248 2.470 4.905  1.46
F -0.879 2.886 4.153  -0.41
F -1.426 1.372 5.797  -0.32
F -1.952 3.536 6.083  -0.39
F -3.592 2.017 5.710  -0.41
F -3.090 3.666 4.163  -0.34
F -2.582 1.497 3.665  -0.30
P -0.677 -0.783 0.189  1.94
F 0.352 -1.150 -1.038  -0.38
F -0.826 0.718 -0.467  -0.53
F -1.889 -1.299 -0.735  -0.24
F -1.655 -0.312 1.395  -0.62
F -0.442 -2.194 0.934  -0.63
F 0.577 -0.099 0.972  -0.44


Entry from the OMol25 dataset: one molecule with the formula C4H9NO2 in a non-equilibrium geometry (wB97M-V/def2-TZVPD).

Computed properties:
SMILES: CNC(=O)CCO
Highest occupied orbital energy (eV): -9.730
Energy relative to the best compared isomer or geometry (same formula, charge and spin) (kcal/mol): 69.8

Each line ends with the Mulliken charge.
CARTESIAN COORDINATES (ANGSTROEM)
C 0.201 -0.759 0.652  -0.46
C 0.927 -1.709 -0.175  -0.34
O 1.217 -3.060 0.416  -0.51
C -0.160 0.532 -0.264  0.45
N -0.410 1.725 0.389  -0.27
C -1.023 3.072 0.038  -0.74
O -0.711 0.212 -1.370  -0.59
H -0.800 -1.091 1.090  0.32
H 0.735 -0.411 1.629  0.31
H 1.878 -1.248 -0.615  0.22
H 0.308 -1.994 -1.005  0.25
H 0.926 -2.980 1.284  0.29
H -0.678 1.568 1.310  0.25
H -1.371 2.892 -1.026  0.29
H -1.631 3.289 0.874  0.30
H -0.218 3.868 -0.138  0.22


Entry from the OMol25 dataset: one molecule with the formula C8H16NO8P in a non-equilibrium geometry (wB97M-V/def2-TZVPD).

Computed properties:
SMILES: CCOP(=O)(CCOC(=O)OCON=O)OCC
Highest occupied orbital energy (eV): -9.788

Each line ends with the Mulliken charge.
CARTESIAN COORDINATES (ANGSTROEM)
C 0.491 4.024 1.604  -0.79
C 1.390 3.163 0.535  -0.34
O 0.884 1.805 0.254  -0.31
P -0.220 1.800 -1.105  0.90
O 0.650 2.295 -2.369  -0.74
C -0.891 0.075 -1.576  -0.57
C -0.188 -1.015 -0.519  -0.43
O 1.202 -1.360 -0.961  -0.23
C 1.149 -2.832 -1.194  0.54
O 0.730 -3.281 -2.401  -0.52
O 1.584 -3.684 -0.076  -0.23
C 1.424 -5.117 -0.370  -0.18
O 1.396 -5.805 0.964  -0.12
N 2.477 -6.599 1.050  0.09
O 3.347 -5.946 1.628  -0.21
O -1.432 3.023 -0.853  -0.39
C -2.594 2.522 -0.103  -0.40
C -2.238 1.555 1.172  -0.53
H -0.522 4.447 1.160  0.17
H 0.178 3.326 2.516  0.21
H 1.105 4.946 2.036  0.35
H 2.492 3.102 0.984  0.30
H 1.491 3.843 -0.437  0.32
H -2.061 -0.018 -1.565  0.34
H -0.494 -0.263 -2.649  0.35
H -0.831 -2.009 -0.483  0.35
H -0.090 -0.596 0.569  0.30
H 0.404 -5.391 -0.889  0.30
H 2.365 -5.445 -1.016  0.33
H -3.415 2.044 -0.826  0.27
H -3.131 3.486 0.353  0.30
H -2.254 0.402 0.866  0.11
H -3.136 1.668 1.950  0.34
H -1.260 1.834 1.749  0.14


Entry from the OMol25 dataset: an isolated ion of composition C2H5N2S3 and charge +1 in a non-equilibrium geometry (wB97M-V/def2-TZVPD).

Computed properties:
Charge: +1
Highest occupied orbital energy (alpha / beta) (eV): -12.405 / -12.405
Energy relative to the best compared isomer or geometry (same formula, charge and spin) (kcal/mol): 60.5

Each line ends with the Mulliken charge.
CARTESIAN COORDINATES (ANGSTROEM)
C 1.030 -0.252 -1.126  0.12
C -0.434 0.097 1.635  -0.08
N -0.234 -0.071 -1.049  -0.40
N 1.805 -0.421 0.022  -0.20
S 1.071 -0.758 1.472  0.12
S -1.734 -0.575 2.508  0.00
S -1.163 0.040 -2.372  -0.06
H 1.558 -0.207 -2.099  0.38
H -0.350 1.023 1.135  0.44
H 2.859 -0.239 -0.088  0.32
H -2.672 0.301 1.941  0.25
H -1.736 1.061 -1.978  0.12


Entry from the OMol25 dataset: one molecule with the formula C22H16F13NOS in a non-equilibrium geometry (wB97M-V/def2-TZVPD).

Computed properties:
SMILES: CCOc1ccc2c(c1)Sc1cccc(CCC(F)(F)C(F)(F)C(F)(F)C(F)(F)C(F)(F)C(F)(F)F)c1N2
Highest occupied orbital energy (eV): -8.115

Each line ends with the Mulliken charge.
CARTESIAN COORDINATES (ANGSTROEM)
C -5.965 -0.916 -1.534  -0.99
C -5.982 -1.311 -0.047  -0.43
O -4.810 -1.988 0.423  -0.54
C -3.647 -1.613 -0.194  0.11
C -3.151 -0.324 -0.081  -0.60
C -2.001 0.024 -0.738  -0.35
C -1.301 -0.876 -1.519  -0.67
C -1.786 -2.164 -1.600  0.76
C -2.938 -2.518 -0.939  -0.30
S -0.879 -3.334 -2.589  -0.38
C 0.784 -2.672 -2.463  0.85
C 1.820 -3.555 -2.576  -0.62
C 3.115 -3.070 -2.502  -0.80
C 3.294 -1.727 -2.275  -0.83
C 2.247 -0.832 -2.152  1.09
C 2.617 0.625 -1.934  -1.13
C 1.718 1.347 -0.881  -0.64
C 2.504 2.341 -0.050  0.73
F 3.475 1.671 0.631  -0.28
F 3.159 3.175 -0.918  -0.38
C 1.653 3.265 0.869  0.36
F 2.216 4.472 1.020  -0.30
F 0.493 3.504 0.193  -0.30
C 1.217 2.646 2.231  0.78
F 0.612 1.467 1.965  -0.30
F 0.250 3.453 2.713  -0.34
C 2.339 2.529 3.323  0.56
F 1.927 3.246 4.400  -0.31
F 3.511 3.058 2.950  -0.30
C 2.597 1.088 3.867  0.53
F 2.798 0.177 2.906  -0.24
F 3.757 1.162 4.560  -0.31
C 1.508 0.564 4.885  0.72
F 1.414 -0.769 4.713  -0.26
F 0.300 1.084 4.697  -0.23
F 1.927 0.740 6.135  -0.25
C 0.946 -1.309 -2.266  -0.52
N -0.138 -0.386 -2.187  0.22
H -6.986 -0.781 -1.914  0.39
H -5.491 -1.657 -2.182  0.28
H -5.488 0.065 -1.627  0.29
H -6.194 -0.408 0.544  0.25
H -6.838 -1.978 0.103  0.40
H -3.666 0.431 0.508  0.44
H -1.629 1.043 -0.642  0.40
H -3.335 -3.530 -0.988  0.43
H 1.687 -4.620 -2.743  0.38
H 3.975 -3.721 -2.617  0.40
H 4.316 -1.356 -2.219  0.34
H 3.661 0.710 -1.618  0.49
H 2.557 1.146 -2.899  0.31
H 1.306 0.565 -0.235  0.36
H 0.879 1.778 -1.422  0.47
H -0.350 0.040 -3.083  0.23


Entry from the OMol25 dataset: one molecule with the formula C5H9N in a non-equilibrium geometry (wB97M-V/def2-TZVPD).

Computed properties:
SMILES: CC(C)CC#N
Highest occupied orbital energy (eV): -11.451
Energy relative to the best compared isomer or geometry (same formula, charge and spin) (kcal/mol): 7.1

Each line ends with the Mulliken charge.
CARTESIAN COORDINATES (ANGSTROEM)
C 0.680 -0.385 -1.413  -1.51
C 0.565 -0.090 0.088  0.67
C 0.263 1.406 0.326  -1.28
C -0.466 -1.049 0.771  -0.66
C -1.779 -0.424 0.940  0.31
N -2.755 0.182 1.069  -0.47
H 0.665 -1.461 -1.620  0.40
H 1.621 0.013 -1.809  0.37
H -0.138 0.082 -1.974  0.35
H 1.531 -0.329 0.547  0.23
H 0.507 1.997 -0.563  0.34
H 0.817 1.822 1.172  0.30
H -0.799 1.572 0.521  0.33
H -0.124 -1.370 1.763  0.33
H -0.589 -1.966 0.181  0.30


What total energy values result from the calculations? In sequence: -4832.13016 -362.97428 -1312.16328 -1382.91205 -2674.39246 -250.65558 Ha.